(1)
A 2-piece molecular cluster, C3H4N2O3 overall in a non-equilibrium geometry, computed with ωB97M-V/def2-TZVPD.

```
12
Properties=species:S:1:pos:R:3:forces:R:3
C 0.900077 -0.513965 -0.611887 -1.212 1.067 0.816
C 1.531079 0.233606 0.318446 -1.025 -0.375 -0.095
C -0.483100 -0.333273 -0.294636 -3.534 1.751 -0.957
H 1.919251 -0.284295 -2.333961 -1.781 -2.086 0.471
H 0.508672 -1.673009 -2.223234 3.411 2.884 0.680
H 2.592675 0.468627 0.292579 -0.326 0.262 0.679
H -2.412232 0.742152 -0.047781 4.023 -1.430 1.070
N 1.315628 -0.982250 -1.783528 -0.362 -2.164 -4.058
N -0.576043 -0.160452 1.081834 -1.160 3.770 0.142
O 0.618237 0.725736 1.201271 2.945 -0.627 1.182
O -1.540766 0.750439 1.366399 -2.100 -1.495 -0.849
O -1.511696 0.077229 -0.973580 1.121 -1.557 0.919
```
Forces are in eV/Å.

Energy = -12290.945 eV
HOMO energy = -0.323 Eh
Energy above the lowest of the compared OMol25 structures with the same formula, charge and spin = 185.65 kcal per mole
F_max = 4.6 eV Å⁻¹
Gap between HOMO and LUMO = 8.5 eV

Atom charges from the Löwdin analysis, given in e for atoms 1 to 6: -0.35, -0.01, -0.30, 0.14, 0.19, 0.14

(2)
An isolated molecule of C10H11N3 in a non-equilibrium geometry, computed with ωB97M-V/def2-TZVPD.

```
24
Properties=species:S:1:pos:R:3:forces:R:3
C 0.745148 0.475242 3.557094 0.104 0.049 0.179
C 1.216980 -0.811550 3.337777 0.040 0.162 0.142
C -0.006984 1.114444 2.579690 0.027 -0.044 -0.076
C 0.878937 -1.508492 2.196000 -0.054 0.155 -0.255
C -0.296530 0.454909 1.408357 0.034 -0.348 -0.211
C 0.078800 -0.887246 1.230221 0.323 0.653 1.052
C -1.172239 -1.633758 -0.822325 0.443 -0.279 0.211
C -1.024593 -0.859229 -1.995753 -0.409 0.142 -0.230
C -0.890153 1.058673 0.172333 -0.600 -0.202 0.393
C 0.586833 0.538406 -3.113893 0.521 0.070 -0.504
N -0.458399 -1.582157 0.225934 -0.768 -1.547 -0.195
N -0.201574 0.190858 -1.942477 -0.454 0.193 0.517
N 0.040164 0.888541 -0.908701 1.085 1.131 -1.073
H 0.995507 0.992326 4.471062 0.020 0.050 0.070
H 1.840494 -1.284333 4.082000 0.047 -0.048 0.093
H -0.334403 2.135670 2.713425 -0.002 0.131 0.034
H 1.212536 -2.522935 2.035821 -0.069 -0.105 0.007
H -1.833815 -2.498490 -0.907406 -0.091 -0.040 -0.206
H -1.324111 -1.233491 -2.958979 0.003 0.048 -0.103
H -1.870851 0.608734 -0.053589 0.081 0.094 -0.025
H -1.002905 2.143399 0.295863 -0.028 -0.183 0.027
H 1.364065 -0.210529 -3.270227 -0.092 -0.010 0.044
H -0.056899 0.570490 -3.991202 -0.063 -0.033 0.064
H 1.045235 1.508096 -2.945325 -0.100 -0.040 0.047
```
Forces are in eV/Å.

Energy = -15015.175 eV
HOMO energy = -0.258 Eh
Energy above the lowest of the compared OMol25 structures with the same formula, charge and spin = 93.25 kcal per mole
F_max = 1.9 eV Å⁻¹
Gap between HOMO and LUMO = 7.0 eV

Atom charges from the Löwdin analysis, given in e for atoms 1 to 6: -0.11, -0.10, -0.05, -0.02, -0.18, -0.27

no.,LUMO (eV)
1,-0.33
2,-0.01